Entry 1:
DFT (ωB97M-V/def2-TZVPD) results for a single C16H24N2S molecule.

Atoms and positions in Å:
C 4.39221 -0.48882 1.03954
C 4.59977 0.32642 -0.23212
C 3.30742 0.95301 -0.76519
C 2.51847 0.04117 -1.72096
C 2.04031 -1.24644 -1.10584
C 2.73851 -2.42309 -1.34138
C 2.33276 -3.62691 -0.79432
C 1.21051 -3.66593 0.01377
C 0.49494 -2.50998 0.25945
C 0.89048 -1.30384 -0.30777
N 0.17149 -0.12516 -0.05306
C -1.18050 0.03803 -0.00169
S -2.26995 -1.17141 -0.27645
N -1.57381 1.30919 0.24777
C -2.94609 1.72104 0.42799
C -3.29001 1.93145 1.92074
C -3.87765 3.34012 2.01873
C -3.19373 4.09722 0.88419
C -3.20294 3.07724 -0.25201
H 3.99764 0.14120 1.83478
H 3.69809 -1.30757 0.87277
H 5.33897 -0.90523 1.37585
H 5.04093 -0.30646 -1.00376
H 5.31407 1.12511 -0.01685
H 2.69199 1.24829 0.08901
H 3.55483 1.86344 -1.31779
H 3.16637 -0.19846 -2.56659
H 1.66428 0.59853 -2.11892
H 3.61665 -2.39284 -1.97060
H 2.89193 -4.52780 -0.99743
H 0.88903 -4.59603 0.45696
H -0.37835 -2.53794 0.88907
H 0.71872 0.72270 -0.11297
H -0.87304 1.99142 0.50209
H -3.55375 0.92818 -0.01313
H -2.37510 1.86242 2.51255
H -3.97719 1.17055 2.28369
H -4.95304 3.30980 1.84043
H -3.70397 3.79311 2.99360
H -3.71062 5.01850 0.62126
H -2.16883 4.34807 1.16562
H -2.45893 3.28574 -1.02001
H -4.18398 3.06529 -0.72592

Summary:
Total charge: 0
Molecular weight: 276.45 g/mol
HOMO: -7.89 eV



Entry 2:
DFT (ωB97M-V/def2-TZVPD) results for a molecular structure, C6H13GdNO3P in a non-equilibrium geometry.

Atoms and positions in Å:
C 2.61985 1.01884 0.20047
C 3.12754 -0.40215 -0.06592
C 1.98480 -1.30396 -0.39573
O 1.51961 -1.37636 -1.52119
O 1.46110 -2.06415 0.62431
C 0.38312 -1.46478 1.29744
C -0.69305 -1.04137 0.31838
N -1.92798 -0.69644 1.02176
P -2.97652 0.20362 0.12050
C -2.35323 1.90097 0.24660
O -2.67287 -0.26455 -1.56427
H 3.33559 1.55257 0.79525
H 1.65808 1.01237 0.69129
H 2.48621 1.54303 -0.72876
H 3.71473 -0.36522 -0.96175
H 3.71851 -0.76682 0.75462
H 0.71209 -0.65363 1.92991
H -0.04030 -2.20001 1.95875
H -0.35922 -0.18579 -0.25827
H -0.88748 -1.87661 -0.34879
H -3.02653 2.59845 -0.22292
H -1.36981 1.96626 -0.20553
H -2.25334 2.14511 1.29395
H -3.39655 0.14035 -1.99177
Gd -4.76436 0.58026 -2.98831

Summary:
Total charge: +2
2S+1: 8
Molecular weight: 335.40 g/mol
HOMO (spin up / spin down): -15.05 / -15.05 eV



Entry 3:
DFT (ωB97M-V/def2-TZVPD) results for a molecular structure, C30H29N3NdO3SSi in a non-equilibrium geometry.

Atoms and positions in Å:
Nd 11.26654 8.31698 7.87537
O 12.82495 7.23353 6.40651
S 14.01880 7.16066 7.33236
O 14.41016 5.83704 7.64507
N 13.50627 8.05477 8.50487
C 14.21499 8.26595 9.64907
C 15.59556 8.19718 9.95093
C 16.03471 8.42667 11.26676
C 15.17237 8.81470 12.30246
C 13.76235 8.92655 12.02745
C 12.78619 9.13090 13.00180
C 11.46013 9.15594 12.63138
C 11.15734 9.06212 11.28140
N 12.03864 8.82997 10.35233
C 13.33053 8.64142 10.73463
C 15.37828 7.94535 6.62892
C 15.37308 9.36470 6.47666
C 16.43228 10.00450 5.89884
C 17.53445 9.22923 5.44491
C 17.53512 7.88850 5.61602
C 16.46621 7.19465 6.19449
H 16.24196 7.89602 9.13287
H 17.11030 8.32330 11.44308
H 15.56313 9.08178 13.28719
H 12.94436 9.27009 14.01792
H 10.67321 9.32987 13.34962
H 10.14019 9.09665 10.93846
H 14.47466 9.92303 6.87530
H 16.42259 11.09281 5.94608
H 18.41428 9.75988 5.03447
H 18.49638 7.43598 5.36532
H 16.55146 6.08906 6.30040
C 9.71406 6.12767 8.31652
Si 8.27743 7.30782 7.89758
C 6.97939 7.03572 9.14604
C 7.72157 6.82190 6.15147
N 9.06246 8.78422 7.92782
C 8.52075 10.04031 7.88014
C 7.11430 10.35385 7.77945
C 6.67938 11.71461 7.85226
C 7.57519 12.69636 8.06410
C 8.96988 12.42794 8.06390
C 9.35284 11.14619 7.84553
O 10.74346 10.74862 7.84410
C 11.77028 11.56758 7.43585
C 12.76590 11.91854 8.41253
C 13.85081 12.57688 7.88471
C 14.06652 12.83414 6.50125
C 13.01307 12.61447 5.66395
C 11.79478 12.01800 6.12532
H 9.17287 5.20452 8.56594
H 10.30324 6.27543 9.20941
H 10.46177 5.71900 7.60751
H 6.21256 7.67635 8.87340
H 7.18114 7.30373 10.14539
H 6.64012 5.94886 9.12482
H 7.10895 5.86513 6.11360
H 8.65350 6.62753 5.46296
H 7.13905 7.70100 5.84753
H 6.32177 9.59068 7.74315
H 5.58140 11.99994 7.71964
H 7.34107 13.64759 8.47088
H 9.61370 13.27954 8.29991
H 12.66868 11.62184 9.41551
H 14.49294 12.81323 8.66704
H 14.90083 13.45125 6.21945
H 13.13971 12.82583 4.60182
H 10.99480 11.74578 5.58318

Summary:
Total charge: +1
2S+1: 4
Molecular weight: 683.97 g/mol
HOMO (spin up / spin down): -10.48 / -10.49 eV



Entry 4:
DFT (ωB97M-V/def2-TZVPD) results for a single C5H11NO2 molecule in a non-equilibrium geometry.

Atoms and positions in Å:
C -1.48761 1.64162 0.02592
O -0.12311 1.31729 -0.02913
C 0.18757 -0.04837 -0.12712
O 1.41959 -0.23358 -0.56406
C 2.48114 0.15279 0.21741
C -0.76212 -0.96535 -1.04170
N -1.49266 -1.24205 0.26651
C -0.36888 -0.78016 1.06713
H -1.55795 2.41698 0.84421
H -2.02769 0.76759 0.16232
H -1.57795 2.22767 -0.89044
H 2.33532 0.36652 1.28117
H 3.10254 -0.68703 0.17762
H 3.05102 0.99198 -0.15637
H -1.42587 -0.44346 -1.72772
H -0.00556 -1.67715 -1.36197
H -1.90152 -2.20574 0.40974
H -0.59462 -0.17575 1.91779
H 0.37844 -1.56013 1.37373

Summary:
Total charge: 0
Molecular weight: 117.15 g/mol
HOMO: -9.07 eV



Entry 5:
DFT (ωB97M-V/def2-TZVPD) results for a single C22H23ClN2O molecule in a non-equilibrium geometry.

Atoms and positions in Å:
Cl -1.95420 -4.02363 -3.09478
C -1.93270 -2.37281 -2.53726
C -2.93227 -1.90511 -1.66996
C -2.90676 -0.58260 -1.25096
C -1.92823 0.32250 -1.67561
N -1.84870 1.62796 -1.15662
C -0.58626 2.35740 -1.04335
C -0.89680 3.25953 0.20001
C -2.28745 3.66426 -0.16657
C -2.77640 2.22386 -0.17600
C -2.34824 1.71368 1.21370
N -1.13929 2.49000 1.43890
C -0.00270 1.71331 2.03104
C -0.36252 1.12613 3.41689
C 0.80507 0.34377 4.02556
C 0.99408 -0.96215 3.28841
C 0.54815 -2.18905 3.69030
C 0.85790 -3.11421 2.65527
C 0.61034 -4.46177 2.48258
C 0.90481 -5.04491 1.25006
C 1.57655 -4.29358 0.24859
C 1.85461 -2.93492 0.47649
C 1.47326 -2.37140 1.68693
O 1.62739 -1.06713 2.08761
C -0.98901 -0.15576 -2.61227
C -0.98059 -1.49712 -3.01277
H -3.61534 -2.65531 -1.31080
H -3.66720 -0.27342 -0.56687
H -0.41928 2.90799 -1.99075
H 0.28592 1.71634 -0.87584
H -0.24453 4.13221 0.36211
H -2.74141 4.36290 0.55228
H -2.33715 4.11887 -1.16441
H -3.83205 2.12975 -0.48368
H -2.20874 0.63904 1.28016
H -3.16750 2.02540 1.94645
H 0.26959 0.92537 1.34293
H 0.90402 2.35486 2.08163
H -0.60370 1.95728 4.05674
H -1.21607 0.47025 3.40720
H 0.55826 0.08341 5.08737
H 1.69760 0.94632 3.92536
H 0.02698 -2.46282 4.62771
H 0.19213 -5.02002 3.30557
H 0.66760 -6.08438 1.11205
H 1.89053 -4.71704 -0.68989
H 2.39004 -2.35219 -0.26223
H -0.21030 0.52919 -2.93112
H -0.20625 -1.83582 -3.70697

Summary:
Total charge: 0
Molecular weight: 366.89 g/mol
HOMO: -7.55 eV



Entry 6:
DFT (ωB97M-V/def2-TZVPD) results for a molecular structure, C13H26IrN4O2Se2 in a non-equilibrium geometry.

Atoms and positions in Å:
Ir -0.05427 -0.24374 0.20518
O -3.72179 1.14562 2.58712
C -2.77296 0.77459 3.55280
C -2.58670 -0.75763 3.51630
C -3.52094 -1.41103 4.56044
O -3.42150 -2.80130 4.41494
C -1.16899 -1.15865 3.91680
Se 0.31649 -0.34956 2.94253
C -2.99213 -1.34143 2.15361
Se -2.57602 -0.24003 0.61935
H -4.05908 2.03411 2.74910
H -3.08937 1.08470 4.55402
H -1.80279 1.26319 3.33545
H -4.54612 -1.05710 4.38645
H -3.21406 -1.09220 5.56597
H -3.96661 -3.23434 5.07964
H -1.06985 -2.24346 3.83760
H -0.99576 -0.88691 4.95883
H -4.07612 -1.45454 2.13218
H -2.54661 -2.32737 2.01437
N -0.43088 0.24046 -2.13942
C -1.06380 1.54349 -2.39682
C -0.13596 2.69976 -2.03555
C -0.04570 2.97422 -0.53742
N 0.75930 1.96056 0.16243
H 0.40701 0.16731 -2.70943
H -1.06546 -0.49124 -2.44922
H -1.98405 1.59620 -1.80720
H -1.33480 1.63312 -3.45462
H -0.50797 3.60103 -2.52271
H 0.86319 2.49280 -2.42700
H -1.04600 2.97794 -0.09798
H 0.39778 3.96726 -0.39356
H 0.86017 2.23100 1.14053
H 1.69559 1.95613 -0.24115
N 4.89442 -3.99947 -1.20604
C 3.81999 -3.28749 -0.87274
C 3.70079 -2.66452 0.38893
C 2.58952 -1.92052 0.67918
N 1.57331 -1.73271 -0.18031
C 1.66188 -2.34303 -1.37606
C 2.73533 -3.10041 -1.75924
H 5.64036 -4.14401 -0.54353
H 4.97430 -4.43928 -2.10848
H 4.48096 -2.78030 1.12569
H 2.50196 -1.44093 1.64658
H 0.82743 -2.21787 -2.05200
H 2.74482 -3.57026 -2.72996

Summary:
Total charge: +2
2S+1: 2
Molecular weight: 620.51 g/mol
HOMO (spin up / spin down): -13.78 / -13.80 eV



Q: What is the total charge in the third record?
A: +1



Q: Which formula does entry 1 have?
A: C16H24N2S